[1]
{"formula": "C10H21NS", "method": "ωB97M-V with the def2-TZVPD basis set", "e_lumo_ev": 0.53, "homo_ha": -0.291, "total_energy_ev": -23031.9774, "smiles": "CC(C)(C)[NH2+][S-].C#CC(C)(C)C", "charge": 0, "symbols": ["C", "C", "C", "C", "C", "C", "C", "C", "C", "C", "N", "S", "H", "H", "H", "H", "H", "H", "H", "H", "H", "H", "H", "H", "H", "H", "H", "H", "H", "H", "H", "H", "H"], "coordinates": [[0.91904, 1.03356, -0.55685], [2.00589, 0.64564, -0.22396], [3.63796, -1.18192, -0.23395], [3.49264, 0.50510, 1.60380], [4.32553, 1.12153, -0.68366], [-2.96717, -1.24897, 0.96264], [-4.42814, 0.47329, -0.13649], [-2.38855, -0.39196, -1.29976], [3.34402, 0.27022, 0.11142], [-2.96457, -0.04505, 0.06710], [-2.19396, 1.03780, 0.70046], [-2.14461, 2.73810, -0.09291], [-2.51157, 1.03515, 1.60064], [-0.04745, 1.44182, -0.73405], [3.37766, -1.52179, -1.27681], [3.13946, -1.86830, 0.45472], [4.71361, -1.47714, -0.04126], [2.94756, 1.46152, 1.98509], [2.98690, -0.20413, 2.17891], [4.50461, 0.53587, 1.81517], [4.45283, 2.02658, -0.01024], [4.06680, 1.19042, -1.71567], [5.25991, 0.63103, -0.56495], [-3.25464, -1.08541, 2.08512], [-3.60768, -2.03479, 0.59557], [-1.90298, -1.49395, 0.98798], [-4.76494, 0.90420, 0.74694], [-5.16875, -0.21734, -0.45794], [-4.45354, 1.32182, -0.82852], [-2.85869, -1.12260, -1.98489], [-2.48872, 0.68728, -1.86006], [-1.24690, -0.46868, -1.24119], [-1.18161, 0.75793, 0.68515]]}

***

[2]
{"formula": "CH5NO2S", "method": "ωB97M-V with the def2-TZVPD basis set", "e_lumo_ev": 0.75, "homo_ha": -0.339, "total_energy_ev": -17535.2927, "charge": 0, "symbols": ["C", "N", "O", "O", "S", "H", "H", "H", "H", "H"], "coordinates": [[-0.11909, -1.30987, 0.70921], [-2.12104, 0.54889, -0.77713], [-0.00886, 1.22116, -1.84178], [0.28536, -0.02202, 0.20048], [-0.61535, 1.26211, -0.36786], [-0.58599, -1.94305, -0.10066], [-0.86632, -1.02425, 1.48116], [0.69700, -1.94987, 1.07813], [-2.79658, 1.14343, -0.52324], [-0.62643, 0.55512, -2.36357]]}

***

[3]
{"formula": "C6H12I2N", "method": "ωB97M-V with the def2-TZVPD basis set", "e_lumo_ev": [-4.42, -4.42], "homo_ha": [-0.452, -0.452], "total_energy_ev": -24098.2029, "charge": 1, "symbols": ["C", "C", "C", "C", "C", "C", "N", "I", "I", "H", "H", "H", "H", "H", "H", "H", "H", "H", "H", "H", "H"], "coordinates": [[0.49998, 0.61174, 1.74596], [-0.99971, 0.39330, 1.31889], [1.30381, 0.47189, 0.47434], [-1.22583, -0.82708, 0.50767], [0.96717, -0.73220, -0.17948], [-2.00307, -0.70492, -0.70158], [0.85055, -0.46429, -1.67126], [2.12359, -2.51097, 0.11258], [-4.14583, -1.15326, -0.06852], [0.85190, 1.62117, 2.13984], [0.70978, -0.26874, 2.45701], [-1.62081, 0.47512, 2.13117], [-1.19322, 1.33759, 0.75935], [1.14662, 1.37439, -0.21470], [2.45333, 0.57406, 0.63690], [-1.18663, -1.79806, 1.03360], [-2.10807, -1.64400, -1.39028], [-2.05536, 0.13954, -1.34795], [1.66152, 0.18757, -1.96319], [-0.05119, -0.05580, -1.94390], [1.01674, -1.27331, -2.24481]]}

***

[4]
{"formula": "C2H3O2Ru", "method": "ωB97M-V with the def2-TZVPD basis set", "e_lumo_ev": [-0.24, -1.78], "homo_ha": [-0.317, -0.348], "multiplicity": 6, "total_energy_ev": -8790.5605, "s_squared": 8.774, "charge": 0, "symbols": ["O", "Ru", "O", "C", "C", "H", "H", "H"], "coordinates": [[1.51645, 0.98650, 1.43478], [0.32067, 1.64087, 0.03950], [0.58785, 2.09994, 1.85892], [-0.35871, -1.21018, -0.32181], [-0.58582, 0.02090, -0.87009], [-0.28786, -2.13279, -0.91874], [-0.53417, -1.37969, 0.74989], [-0.65841, -0.02555, -1.97245]]}

***

[5]
{"formula": "C31H54BF4N3O27P", "method": "ωB97M-V with the def2-TZVPD basis set", "e_lumo_ev": 1.91, "homo_ha": -0.261, "total_energy_ev": -113622.1415, "charge": -1, "symbols": ["O", "C", "O", "B", "O", "C", "O", "O", "C", "O", "C", "O", "O", "C", "C", "C", "O", "C", "N", "H", "H", "H", "H", "H", "H", "H", "H", "H", "H", "H", "C", "C", "C", "O", "C", "N", "H", "H", "H", "H", "H", "H", "H", "H", "H", "H", "H", "C", "C", "C", "O", "C", "N", "H", "H", "H", "H", "H", "H", "H", "H", "H", "H", "H", "C", "O", "P", "O", "O", "C", "O", "C", "H", "H", "H", "H", "H", "H", "H", "H", "H", "C", "C", "O", "C", "O", "O", "F", "H", "H", "H", "C", "C", "O", "C", "O", "O", "F", "H", "H", "H", "C", "C", "O", "C", "O", "O", "F", "H", "H", "H", "C", "C", "O", "C", "O", "O", "F", "H", "H", "H"], "coordinates": [[3.51640, 3.05836, 0.46578], [2.68633, 2.21667, 0.66460], [2.51549, 1.12341, -0.05339], [1.40798, 0.32160, 0.48014], [0.93316, 1.09670, 1.66370], [1.58574, 2.23576, 1.74291], [1.45748, 3.09403, 2.56761], [1.82792, -1.01956, 0.86656], [1.05863, -1.92621, 0.27444], [1.07658, -3.10108, 0.47099], [0.10596, -1.15533, -0.67644], [0.34429, 0.13954, -0.52001], [-0.64423, -1.65312, -1.46093], [7.45669, -0.26982, -1.12677], [6.08686, 0.19171, -0.66892], [5.69401, -0.18386, 0.75172], [5.82704, -1.58494, 0.92119], [5.27907, -2.07863, 2.10381], [6.00203, 1.65824, -0.83076], [7.60826, -1.31973, -0.85516], [8.27297, 0.30478, -0.68867], [7.47509, -0.27771, -2.21509], [5.34535, -0.26028, -1.33255], [4.64628, 0.09778, 0.90882], [6.32530, 0.33074, 1.49413], [5.69344, -3.06711, 2.29747], [4.18929, -2.21771, 2.02249], [5.46023, -1.40892, 2.95419], [6.75982, 2.09164, -0.31234], [5.13899, 1.99505, -0.40977], [-7.40546, -0.28012, -0.27948], [-6.48569, -0.92277, -1.29828], [-5.91441, -2.22794, -0.76823], [-4.81732, -2.01571, 0.11616], [-3.58181, -1.68431, -0.53293], [-7.18719, -1.00506, -2.59635], [-7.09085, -0.47355, 0.74584], [-8.42935, -0.64973, -0.41861], [-7.51970, 0.79511, -0.43012], [-5.67841, -0.20568, -1.48688], [-5.56526, -2.88897, -1.57264], [-6.66619, -2.73369, -0.15934], [-3.75650, -1.13195, -1.45657], [-3.08312, -2.63203, -0.74261], [-3.01442, -1.07453, 0.16539], [-6.57635, -1.49043, -3.24937], [-8.02864, -1.56365, -2.48976], [-5.61725, 0.32631, 4.60368], [-5.31278, 0.10492, 3.13509], [-3.96710, 0.74035, 2.76025], [-2.95921, 0.20748, 3.56926], [-1.66757, 0.54693, 3.12082], [-5.32290, -1.32043, 2.84188], [-5.02586, -0.27031, 5.29635], [-6.65264, 0.03751, 4.80947], [-5.49895, 1.38851, 4.82745], [-6.06235, 0.58898, 2.50229], [-4.05641, 1.83470, 2.87408], [-3.74334, 0.50746, 1.70842], [-1.55652, 0.29695, 2.05442], [-0.90902, -0.01985, 3.65126], [-1.52997, 1.63064, 3.21068], [-4.98937, -1.58540, 1.91777], [-4.84840, -1.82254, 3.57733], [-2.40001, -2.57820, -4.41406], [-2.57383, -1.95715, -5.68501], [-4.02163, -1.83864, -6.32911], [-4.70276, -3.07058, -6.70462], [-4.87726, -1.01692, -5.28782], [-4.50095, 0.28659, -4.80972], [-3.71806, -0.82379, -7.49626], [-3.06645, -1.28407, -8.67418], [-2.07898, -1.83619, -3.68845], [-1.64754, -3.35828, -4.50619], [-3.31141, -3.04442, -4.02846], [-4.80692, 0.41525, -3.77477], [-4.99922, 1.03743, -5.41469], [-3.41581, 0.40129, -4.83601], [-3.51727, -2.20499, -9.04591], [-1.99699, -1.40134, -8.50011], [-3.19811, -0.53937, -9.45888], [4.38759, 4.40416, 3.54127], [5.89719, 4.45994, 3.34935], [6.41095, 4.18096, 4.60774], [5.45819, 4.36379, 5.55405], [5.62815, 4.38556, 6.72423], [4.24398, 4.42864, 4.96415], [6.23238, 5.76944, 3.04202], [3.87910, 3.53127, 3.13554], [3.84355, 5.24887, 3.12509], [6.34907, 3.81702, 2.60299], [-1.34402, 2.48379, -1.77069], [-1.06314, 3.90422, -2.27872], [-2.19394, 4.23106, -3.04017], [-3.02643, 3.17170, -3.13837], [-4.03756, 3.13022, -3.75374], [-2.65770, 2.21339, -2.25055], [0.02516, 3.86875, -3.11952], [-1.40504, 2.43328, -0.68230], [-0.54496, 1.81295, -2.07496], [-0.84360, 4.68254, -1.55461], [2.66437, 0.87883, 5.44288], [4.03028, 0.22194, 5.22583], [4.37761, -0.17421, 6.50917], [3.66766, 0.53552, 7.44064], [3.90592, 0.51321, 8.59444], [2.66653, 1.19704, 6.84066], [4.93206, 1.10194, 4.67898], [1.87252, 0.14284, 5.29097], [2.43670, 1.76469, 4.85677], [3.99695, -0.64251, 4.56853], [3.31367, -3.59028, -1.72989], [3.37189, -4.68163, -2.80329], [4.62180, -4.49150, -3.40296], [5.14190, -3.28862, -3.04904], [6.11711, -2.79026, -3.49717], [4.39392, -2.73211, -2.06991], [2.42726, -4.43701, -3.76087], [3.37256, -3.94221, -0.70308], [2.38031, -3.04545, -1.86212], [3.29113, -5.68760, -2.40550]]}

***

[6]
{"formula": "C7H19NO2", "method": "ωB97M-V with the def2-TZVPD basis set", "e_lumo_ev": 0.68, "homo_ha": -0.306, "total_energy_ev": -13150.9902, "smiles": "CCCC/C=C(/C)N.O.O", "charge": 0, "symbols": ["C", "C", "C", "C", "N", "C", "C", "C", "H", "H", "H", "H", "H", "H", "H", "H", "H", "H", "H", "H", "H", "H", "H", "H", "H", "O", "H", "H", "O"], "coordinates": [[-1.18500, -2.49941, -2.12178], [-0.68326, -1.33959, -1.23790], [-1.35268, -0.02260, -1.50283], [-1.40881, 0.97543, -0.33004], [-0.30298, 1.05605, 2.51402], [0.30312, 1.67701, 1.36926], [-0.12342, 1.57427, 0.10634], [1.33754, 2.70113, 1.72722], [-1.49689, -3.39802, -1.58351], [-0.42599, -3.08275, -2.68075], [-1.79368, -2.06795, -2.91805], [-1.11091, -1.67966, -0.28058], [0.39760, -1.38318, -1.12332], [-0.87625, 0.58141, -2.30142], [-2.36211, -0.17632, -1.91760], [-2.10455, 1.80328, -0.51063], [-1.87020, 0.40295, 0.49493], [-0.58701, 1.78483, 3.15999], [-1.10155, 0.47930, 2.30646], [0.56005, 1.94302, -0.65725], [2.32478, 2.26450, 1.50284], [1.26111, 3.62023, 1.14295], [1.41193, 3.03566, 2.76087], [2.59951, -0.68121, -1.29863], [2.05510, -2.15976, -1.28518], [2.56816, -1.52615, -1.76314], [1.48562, -1.91801, 2.58120], [1.32703, -0.52371, 2.03695], [1.15374, -1.44074, 1.80954]]}

***

[7]
{"formula": "C24H36F6N2O3P3Pt", "method": "ωB97M-V with the def2-TZVPD basis set", "e_lumo_ev": [0.11, -2.78], "homo_ha": [-0.285, -0.338], "multiplicity": 4, "total_energy_ev": -82015.2568, "s_squared": 3.806, "charge": 0, "symbols": ["Pt", "C", "C", "C", "P", "C", "C", "C", "C", "C", "C", "C", "C", "C", "N", "C", "C", "C", "C", "C", "C", "P", "C", "C", "C", "C", "C", "C", "H", "H", "H", "H", "H", "H", "H", "H", "H", "H", "H", "H", "H", "H", "H", "H", "H", "H", "H", "H", "H", "H", "H", "H", "H", "H", "H", "H", "H", "H", "H", "H", "H", "H", "H", "H", "F", "P", "F", "F", "F", "F", "F", "O", "N", "O", "O"], "coordinates": [[-0.70808, 0.19637, -0.04873], [0.89397, -0.08344, -3.07739], [-0.15243, -1.19893, -3.16459], [-1.40527, -0.70664, -3.89862], [-0.65331, -1.70392, -1.46968], [-1.88810, -3.07210, -1.74402], [-1.44632, -4.05758, -2.83212], [-2.21491, -3.84703, -0.46590], [0.76419, -2.58757, -0.71712], [1.57974, -3.44373, -1.43718], [2.54927, -4.21656, -0.80071], [2.65195, -4.19039, 0.58682], [1.86986, -3.32959, 1.32660], [0.98548, -2.43663, 0.68414], [0.29881, -1.44595, 1.31844], [0.57117, -0.88380, 2.53636], [1.83085, -0.89996, 3.16519], [2.03930, -0.18531, 4.32592], [1.00430, 0.54142, 4.89803], [-0.23628, 0.60429, 4.26710], [-0.46967, -0.08114, 3.09283], [-1.93252, 0.11037, 2.01967], [-3.05844, 1.43325, 2.59609], [-3.72340, 1.20372, 3.95875], [-2.34925, 2.79095, 2.49754], [-2.79161, -1.51542, 2.18601], [-2.80790, -2.10591, 3.60023], [-4.18185, -1.48125, 1.55214], [1.21370, 0.20206, -4.08260], [0.47219, 0.80462, -2.60227], [1.77696, -0.38177, -2.51122], [0.27637, -2.06312, -3.67338], [-1.89341, 0.08556, -3.32156], [-1.12028, -0.28559, -4.86500], [-2.13081, -1.50305, -4.07637], [-2.79226, -2.55394, -2.07329], [-0.58068, -4.63444, -2.50303], [-2.26283, -4.76037, -3.01163], [-1.21224, -3.57587, -3.78222], [-1.31089, -4.21284, 0.02836], [-2.78663, -3.24472, 0.23507], [-2.82676, -4.71521, -0.72255], [1.46642, -3.52139, -2.51076], [3.19449, -4.86112, -1.38520], [3.35886, -4.84042, 1.08855], [1.92178, -3.33951, 2.40631], [2.66780, -1.37401, 2.67325], [3.02980, -0.15796, 4.76328], [1.17306, 1.09963, 5.80996], [-1.01266, 1.21996, 4.69632], [-3.83266, 1.40245, 1.82580], [-3.00907, 0.99081, 4.75455], [-4.27017, 2.10943, 4.23516], [-4.44209, 0.38554, 3.92508], [-1.64355, 2.93984, 3.31639], [-1.79307, 2.89012, 1.56228], [-3.08970, 3.59026, 2.53182], [-2.14064, -2.14615, 1.58809], [-3.44761, -1.54037, 4.27879], [-3.19538, -3.12796, 3.55108], [-1.80659, -2.14715, 4.03125], [-4.88994, -0.94221, 2.18623], [-4.16596, -0.99368, 0.57597], [-4.56084, -2.49966, 1.43105], [1.98719, 0.25045, -0.07826], [2.21537, 1.84511, 0.34310], [1.18572, 2.25719, -0.83223], [0.89033, 1.70859, 1.35407], [2.39027, 3.35932, 0.78157], [3.15531, 1.34048, 1.54261], [3.44503, 1.92050, -0.66608], [-3.64185, 1.05172, -0.44416], [-2.99544, 2.02817, -0.87388], [-3.48363, 3.14429, -0.96114], [-1.71196, 1.91154, -1.09518]]}

***

[8]
{"formula": "C5H11NO2", "method": "ωB97M-V with the def2-TZVPD basis set", "e_lumo_ev": 0.85, "homo_ha": -0.350, "total_energy_ev": -10944.9465, "smiles": "C=C[C@H](N)[C@H](C)OO", "charge": 0, "symbols": ["C", "N", "C", "C", "H", "H", "H", "H", "H", "H", "H", "C", "C", "O", "O", "H", "H", "H", "H"], "coordinates": [[0.91308, -1.55954, -1.56443], [1.02026, 1.12438, 0.13499], [0.27530, -0.11007, 0.43504], [-0.23497, -0.82188, -0.87005], [1.52111, 1.41182, 0.97445], [1.73839, 0.91929, -0.55912], [0.95809, -0.80666, 0.93921], [-1.01630, -1.55160, -0.62298], [1.58763, -0.85668, -2.06662], [1.49190, -2.17116, -0.86664], [0.51671, -2.21644, -2.34688], [-0.84107, 0.14172, 1.43269], [-0.96604, 1.16567, 2.28825], [-0.75278, 0.06678, -1.88032], [-1.61865, 1.03743, -1.23214], [-0.89998, 1.64329, -0.94812], [-1.63416, -0.60685, 1.44325], [-1.82842, 1.23154, 2.94639], [-0.23011, 1.95898, 2.36302]]}

***

Please write out number 4 again, unchanged.
{"formula": "C2H3O2Ru", "method": "ωB97M-V with the def2-TZVPD basis set", "e_lumo_ev": [-0.24, -1.78], "homo_ha": [-0.317, -0.348], "multiplicity": 6, "total_energy_ev": -8790.5605, "s_squared": 8.774, "charge": 0, "symbols": ["O", "Ru", "O", "C", "C", "H", "H", "H"], "coordinates": [[1.51645, 0.98650, 1.43478], [0.32067, 1.64087, 0.03950], [0.58785, 2.09994, 1.85892], [-0.35871, -1.21018, -0.32181], [-0.58582, 0.02090, -0.87009], [-0.28786, -2.13279, -0.91874], [-0.53417, -1.37969, 0.74989], [-0.65841, -0.02555, -1.97245]]}